(1)
The following is a DFT calculation (ωB97M-V with the def2-TZVPD basis set) of C40H32AsN5O4Sm as an isolated structure.

```
! RIJCOSX wB97M-V def2-TZVPD def2/J DEFGRID3
* xyz -1 6
Sm -0.0184 -0.0862 0.5813
C 4.0142 -4.6144 -1.2258
O 2.9873 -3.6755 -1.0199
C 2.2379 -3.2853 -2.0982
C 2.4138 -3.7733 -3.3723
C 1.5991 -3.3369 -4.4338
C 0.6201 -2.4152 -4.1706
C 0.4212 -1.9071 -2.8721
C -0.6907 -0.9829 -2.7108
N -1.0262 -0.4089 -1.6184
N -2.1797 0.3979 -1.7152
C -2.7082 0.5414 -0.5344
O -2.3058 0.0016 0.5696
C -3.8875 1.4550 -0.4521
C -3.9626 2.3527 0.6070
C -5.0338 3.2269 0.7057
C -6.0512 3.1939 -0.2409
C -5.9839 2.2887 -1.2913
C -4.9013 1.4258 -1.4000
C 1.2190 -2.3196 -1.7825
O 1.0545 -1.9260 -0.5672
H 3.6111 -5.5856 -1.5296
H 4.5293 -4.7175 -0.2717
H 4.7199 -4.2687 -1.9860
H 3.1898 -4.4990 -3.5687
H 1.7380 -3.7342 -5.4300
H -0.0388 -2.0707 -4.9592
H -1.3213 -0.7860 -3.5833
H -3.1690 2.3611 1.3423
H -5.0741 3.9355 1.5228
H -6.8931 3.8694 -0.1598
H -6.7729 2.2552 -2.0322
H -4.8245 0.7295 -2.2239
C 1.5708 -0.3630 3.0699
C 0.7913 -1.5246 2.8941
C -0.5704 -1.1506 2.9901
C -0.6239 0.2362 3.2160
C 0.6973 0.7250 3.2576
H 2.6523 -0.3153 3.0851
H 1.1520 -2.5385 2.7830
H -1.4223 -1.8186 2.9575
H -1.5265 0.8183 3.3463
H 0.9846 1.7531 3.4303
N 1.7902 5.8321 1.8816
C 1.0869 5.2529 1.1652
N 0.2586 4.7050 0.3057
C 0.0258 3.4418 0.3552
N -0.2603 2.3126 0.3434
O 2.0846 0.6178 0.1791
As 3.7101 0.2399 0.0100
C 4.3971 -1.1143 1.1547
C 3.6363 -2.2475 1.4273
C 4.1629 -3.2230 2.2608
C 5.4319 -3.0764 2.8055
C 6.1858 -1.9450 2.5311
C 5.6629 -0.9511 1.7119
C 4.0836 -0.2778 -1.7737
C 5.2396 -1.0006 -2.0389
C 5.5572 -1.3261 -3.3515
C 4.7096 -0.9370 -4.3800
C 3.5483 -0.2300 -4.1054
C 3.2242 0.1044 -2.7977
C 4.6780 1.8352 0.3492
C 4.0688 2.8445 1.0850
C 4.7552 4.0340 1.2999
C 6.0350 4.2005 0.7900
C 6.6353 3.1924 0.0435
C 5.9503 2.0091 -0.1879
H 2.6532 -2.3624 0.9870
H 3.5691 -4.0984 2.4892
H 5.8276 -3.8425 3.4604
H 7.1685 -1.8241 2.9668
H 6.2407 -0.0536 1.5347
H 5.8815 -1.3309 -1.2298
H 6.4546 -1.8930 -3.5650
H 4.9447 -1.2056 -5.4016
H 2.8767 0.0438 -4.9068
H 2.3111 0.6450 -2.5783
H 3.0580 2.7189 1.4552
H 4.2621 4.8396 1.8289
H 6.5594 5.1324 0.9527
H 7.6221 3.3345 -0.3772
H 6.4015 1.2414 -0.8055
*
```

Summary:
M: 872.01 u
⟨S²⟩: 8.7573
gap between HOMO and LUMO (spin up / spin down): 7.04 / 7.06 eV
max |F|: 1.81 eV/A

---

(2)
The following is a DFT calculation (ωB97M-V with the def2-TZVPD basis set) of C40H32BrF4N3O3PRuSbSe4 as an isolated structure.

```
! RIJCOSX wB97M-V def2-TZVPD def2/J DEFGRID3
* xyz 0 1
Ru -1.3191 1.7360 0.8384
Se -4.4014 3.9308 0.8107
Sb -2.7802 2.9303 -0.8732
Se -2.8045 3.0928 2.3502
Se -0.7475 4.0562 1.9641
Se -3.6249 3.0672 -3.0529
F -2.5548 -4.1208 6.0574
C -2.1381 -3.1567 5.2441
C -0.7996 -3.0232 4.9406
F 0.0904 -3.8594 5.4704
C -0.3848 -2.0111 4.0932
F 0.9397 -1.9413 3.9240
C -1.2566 -1.1013 3.4843
P -0.4551 0.2062 2.3687
C 0.4520 0.9560 3.7871
C -0.3481 1.7724 4.5874
C 0.1607 2.3931 5.7140
C 1.4926 2.2142 6.0575
C 2.2944 1.3922 5.2810
C 1.7782 0.7572 4.1599
C 0.6245 -0.9798 1.4684
C 0.0037 -2.1438 1.0151
C 0.7380 -3.1458 0.4049
C 2.1023 -2.9927 0.2109
C 2.7139 -1.8107 0.5938
C 1.9802 -0.8070 1.2095
C -2.5992 -1.2358 3.8576
Br -3.9629 -0.0528 3.3535
C -3.0279 -2.2485 4.7066
F -4.3128 -2.3661 5.0422
H -1.3951 1.9192 4.3372
H -0.4817 3.0240 6.3137
H 1.9013 2.7050 6.9310
H 3.3286 1.2264 5.5541
H 2.4143 0.0831 3.6106
H -1.0632 -2.2798 1.1595
H 0.2415 -4.0535 0.0852
H 2.6785 -3.7795 -0.2583
H 3.7707 -1.6599 0.4123
H 2.4817 0.1130 1.4649
C 0.2091 -3.8388 -3.1561
O 0.7172 -2.5867 -2.7257
C 1.4295 -1.8393 -3.6135
C 1.7732 -2.2949 -4.8798
C 2.5417 -1.5113 -5.7263
C 2.9710 -0.2628 -5.3152
C 2.6068 0.2042 -4.0625
C 1.8250 -0.5555 -3.1995
N 1.5760 -0.0306 -1.8944
C 0.3765 0.3434 -1.3293
N -0.6938 -0.3828 -1.6900
C -2.0361 -0.3768 -1.2652
C -2.5297 0.3515 -0.1712
C -3.9214 0.2601 0.0229
C -4.7575 -0.5309 -0.7511
C -4.2290 -1.2621 -1.8007
C -2.8729 -1.1728 -2.0540
O -2.3062 -1.8633 -3.1114
C -2.4798 -1.1868 -4.3586
N 0.3146 1.3354 -0.4702
C 1.3934 2.2666 -0.4133
C 1.9675 2.5672 0.8227
C 2.9844 3.4925 0.9574
C 3.4625 4.1622 -0.1598
C 2.8941 3.9046 -1.3927
C 1.8626 2.9814 -1.5304
O 1.4079 2.7772 -2.8095
C 0.0428 3.0824 -3.0627
H -0.3880 -4.2174 -2.3315
H 1.0228 -4.5348 -3.3753
H -0.4336 -3.7243 -4.0310
H 1.4615 -3.2775 -5.2017
H 2.8071 -1.8898 -6.7041
H 3.5762 0.3540 -5.9643
H 2.9099 1.1903 -3.7411
H 2.3297 0.5619 -1.5785
H -0.4854 -1.2006 -2.2478
H -4.3737 0.8486 0.8100
H -5.8186 -0.5600 -0.5425
H -4.8482 -1.8871 -2.4307
H -3.5364 -1.1369 -4.6292
H -1.9352 -1.7600 -5.1069
H -2.0784 -0.1705 -4.3034
H 1.5759 2.0817 1.7062
H 3.3929 3.6925 1.9391
H 4.2570 4.8902 -0.0698
H 3.2215 4.4212 -2.2857
H -0.0763 3.1045 -4.1436
H -0.2219 4.0582 -2.6468
H -0.6179 2.3164 -2.6608
*
```

Summary:
M: 1328.25 u
gap between HOMO and LUMO: 6.49 eV
max |F|: 0.52 eV/A

---

(3)
The following is a DFT calculation (ωB97M-V with the def2-TZVPD basis set) of C40H32CoN3P2Te as an isolated structure.

```
! RIJCOSX wB97M-V def2-TZVPD def2/J DEFGRID3
* xyz 1 4
Co 1.8356 0.0144 -0.6545
C 0.4303 -3.6717 -2.5702
C 1.5789 -4.1122 -3.1989
C 2.7361 -3.3532 -3.1026
C 2.7065 -2.1759 -2.3722
N 1.5934 -1.7572 -1.7508
C 0.4822 -2.4852 -1.8553
C 3.9051 -1.2861 -2.2425
C 5.1245 -1.5695 -2.8431
C 6.1730 -0.6801 -2.6831
C 5.9889 0.4690 -1.9325
C 4.7455 0.6825 -1.3650
N 3.7338 -0.1723 -1.5169
H -0.4969 -4.2244 -2.6209
H 1.5815 -5.0343 -3.7645
H 3.6370 -3.6823 -3.5967
H -0.3930 -2.1004 -1.3493
H 5.2618 -2.4644 -3.4295
H 7.1294 -0.8852 -3.1452
H 6.7817 1.1876 -1.7864
H 4.5419 1.5626 -0.7695
Te -1.6761 2.7946 1.3604
C -2.8001 1.6776 2.7354
C -3.9894 1.0761 2.3373
C -4.6738 0.2935 3.2558
N -4.2595 0.0812 4.5018
C -3.1409 0.6909 4.8798
C -2.3828 1.5048 4.0469
C -0.6367 1.2363 0.5371
P 0.4235 -0.0356 1.2826
C 0.6951 0.3578 3.0292
C 1.3365 1.5619 3.3265
C 1.5801 1.9231 4.6410
C 1.2078 1.0677 5.6718
C 0.5960 -0.1424 5.3827
C 0.3294 -0.4942 4.0666
C -0.4724 -1.6173 1.3279
C -1.8574 -1.7111 1.2619
C -2.4788 -2.9526 1.2709
C -1.7197 -4.1100 1.3624
C -0.3352 -4.0241 1.4445
C 0.2839 -2.7851 1.4167
P -0.0217 1.3619 -1.1600
C -1.2104 0.4467 -2.1897
C -0.7986 0.0682 -3.4671
C -1.6362 -0.6702 -4.2869
C -2.8895 -1.0588 -3.8288
C -3.3057 -0.6880 -2.5587
C -2.4732 0.0701 -1.7460
C -0.2856 3.0974 -1.6101
C 0.5750 4.0245 -1.0150
C 0.3900 5.3839 -1.2083
C -0.6516 5.8269 -2.0141
C -1.4956 4.9117 -2.6255
C -1.3199 3.5505 -2.4219
H -4.3817 1.2087 1.3366
H -5.6010 -0.1908 2.9676
H -2.8237 0.5248 5.9040
H -1.4818 1.9753 4.4170
H 1.6440 2.2213 2.5217
H 2.0698 2.8625 4.8604
H 1.4054 1.3443 6.6990
H 0.3181 -0.8125 6.1857
H -0.1575 -1.4375 3.8555
H -2.4589 -0.8150 1.2088
H -3.5585 -3.0126 1.2203
H -2.2054 -5.0768 1.3776
H 0.2614 -4.9237 1.5220
H 1.3668 -2.7304 1.4581
H 0.1898 0.3413 -3.8217
H -1.3080 -0.9526 -5.2787
H -3.5408 -1.6454 -4.4632
H -4.2834 -0.9852 -2.2015
H -2.8076 0.3637 -0.7590
H 1.3981 3.6740 -0.3999
H 1.0609 6.0925 -0.7411
H -0.7990 6.8873 -2.1699
H -2.2997 5.2613 -3.2595
H -1.9909 2.8461 -2.8976
*
```

Summary:
M: 803.20 u
⟨S²⟩: 3.7774
gap between HOMO and LUMO (spin up / spin down): 7.13 / 6.27 eV
max |F|: 0.59 eV/A

---

Computed E (eV) in order:
-136387.081; -413319.237; -109962.081